{
  "formula": "C7H15N3O3P",
  "method": "ωB97M-V/def2-TZVPD",
  "species": ["C", "C", "C", "C", "C", "C", "C", "N", "N", "N", "O", "O", "O", "P", "H", "H", "H", "H", "H", "H", "H", "H", "H", "H", "H", "H", "H", "H", "H"],
  "xyz": [[0.92084, -1.60910, -0.38402], [1.47598, -0.42577, -0.44254], [-0.54367, -1.99697, -0.68485], [-1.42812, -1.63068, 0.52200], [-1.69224, -0.11513, 0.50861], [-0.51267, 0.85171, 0.70921], [0.53404, 1.01100, -0.50606], [0.05533, 0.60312, 1.99886], [-0.13078, 1.13064, -1.75788], [1.41115, 2.07586, -0.22724], [3.86560, -1.59165, 0.30672], [3.96640, 0.55636, -1.09698], [3.29955, 0.67181, 1.36776], [3.27289, -0.26868, 0.17719], [1.65203, -2.49051, -0.29069], [-0.83191, -1.37739, -1.62129], [-0.59386, -3.20314, -0.71765], [-2.41961, -2.28361, 0.47793], [-0.95976, -1.79640, 1.53060], [-2.03457, 0.23222, -0.46508], [-2.54200, -0.01693, 1.31547], [-0.95374, 1.86881, 0.72902], [0.42892, -0.26942, 2.28956], [0.77025, 1.28435, 2.21998], [0.44584, 1.30649, -2.51009], [-0.64470, 0.28054, -1.89688], [0.89000, 2.94889, 0.00278], [3.69845, 1.47293, -1.22492], [1.82831, 1.87309, 0.69048]],
  "forces_ev_per_angstrom": [[0.3353, -2.8708, -1.1348], [0.2310, 3.4012, 1.4460], [0.8717, -1.4697, 0.7531], [-1.0029, -0.0618, -0.1844], [-1.7335, -0.0394, 0.6529], [-0.3318, -0.4415, -0.2061], [0.8260, -4.2758, 1.5020], [0.2119, 1.9370, 0.9541], [-2.1968, 0.3163, 1.7102], [0.0913, 2.1409, 0.8577], [0.6517, -1.5785, -0.3937], [0.1577, -0.8530, -0.0626], [-0.5673, -0.3610, -0.5667], [-0.9865, 2.7748, -0.0828], [-1.1114, 1.3187, 0.1281], [-0.1478, -1.9466, 1.3265], [0.1030, 2.8357, -0.8935], [1.7686, 1.6266, 0.1923], [-0.1502, -0.5370, -1.0735], [-0.9490, -0.4430, -0.0810], [1.6441, 0.7055, -1.4710], [-0.0445, -0.3047, 0.1616], [0.2037, -0.9731, -0.7379], [0.0622, -0.1024, 0.1156], [1.7185, 0.3341, -1.6594], [-0.1111, 0.0561, -0.5023], [0.0381, -0.6911, -0.7587], [-0.3682, -0.1851, 0.5865], [0.7864, -0.3125, -0.5781]],
  "lowdin_charge": [-0.165, -0.131, -0.204, -0.242, -0.198, -0.350, -0.529, 0.058, 0.101, 0.050, -0.344, -0.219, -0.399, 0.266, 0.112, 0.109, 0.137, 0.127, 0.108, 0.083, 0.136, 0.131, 0.062, 0.061, 0.050, 0.031, 0.094, 0.028, 0.035],
  "e_lumo_ev": 3.39,
  "total_charge": -1,
  "gap_ev": 8.36,
  "relative_energy_kj_mol": 0.00,
  "homo_ev": -4.968,
  "total_energy_ev": -27406.673
}

=====

{
  "formula": "C7H15N4",
  "method": "ωB97M-V/def2-TZVPD",
  "species": ["C", "C", "C", "C", "C", "C", "C", "N", "N", "N", "N", "H", "H", "H", "H", "H", "H", "H", "H", "H", "H", "H", "H", "H", "H", "H"],
  "xyz": [[-2.16953, 0.62109, -0.81561], [-1.43019, 0.07348, 1.12724], [0.79266, 0.47799, -1.46179], [2.00937, 1.93495, 0.12035], [-2.03613, -1.83864, -0.30046], [1.83534, -0.54280, 0.56758], [1.47973, 0.61047, -0.33773], [-1.87789, 1.73463, -0.21930], [-1.42075, 1.39180, 0.97562], [-1.91496, -0.44150, -0.00246], [1.02197, -1.73884, 0.33131], [-2.56781, 0.55284, -1.80779], [0.58648, 1.32272, -2.09489], [-1.10580, -0.47917, 1.98392], [0.45262, -0.47796, -1.81867], [1.51758, 2.74889, -0.39634], [3.07248, 2.00229, -0.09677], [1.89630, 2.06010, 1.19502], [-2.71320, -2.32114, 0.40270], [-2.41238, -1.97205, -1.31073], [-1.04110, -2.28309, -0.20232], [1.68516, -0.23597, 1.60883], [2.91212, -0.73722, 0.44927], [1.30185, -2.14814, -0.55709], [-1.12401, 2.11515, 1.61952], [1.25010, -2.42990, 1.04060]],
  "forces_ev_per_angstrom": [[0.0120, 0.2126, 0.2365], [0.1272, 0.1871, -0.1365], [0.0852, -0.0916, -0.0046], [0.0638, -0.1070, -0.1535], [0.0321, -1.1902, -0.0859], [0.0043, 0.0104, -0.1258], [0.0030, -0.0259, 0.3495], [-0.3610, 0.8298, -0.8660], [0.0221, -0.7602, 0.3359], [0.1021, 0.8701, 0.5800], [0.2700, -0.0828, 0.0289], [-0.0653, -0.0978, -0.1735], [-0.0107, 0.2356, -0.1258], [0.0687, -0.1192, 0.1827], [-0.0840, -0.2902, -0.0658], [-0.0754, 0.2170, -0.0825], [0.1904, 0.0546, 0.0447], [-0.0237, 0.0676, 0.1472], [-0.0717, 0.0911, -0.0568], [-0.0304, 0.1091, 0.0150], [-0.2376, 0.1155, -0.0960], [0.0660, 0.0072, -0.0675], [-0.0866, 0.0626, 0.1344], [-0.0398, -0.0692, 0.1040], [-0.0104, -0.2115, 0.0079], [0.0496, -0.0246, -0.1263]],
  "lowdin_charge": [-0.087, -0.016, 0.024, -0.058, 0.007, -0.243, -0.379, 0.124, 0.091, -0.056, -0.012, 0.154, 0.075, 0.166, 0.058, 0.081, 0.093, 0.075, 0.111, 0.110, 0.071, 0.113, 0.133, 0.087, 0.189, 0.090],
  "e_lumo_ev": -3.13,
  "total_charge": 1,
  "gap_ev": 9.73,
  "relative_energy_kj_mol": 69.69,
  "homo_ev": -12.868,
  "total_energy_ev": -13455.581
}

=====

{
  "formula": "C7H15N4",
  "method": "ωB97M-V/def2-TZVPD",
  "species": ["C", "C", "C", "C", "C", "C", "C", "N", "N", "N", "N", "H", "H", "H", "H", "H", "H", "H", "H", "H", "H", "H", "H", "H", "H", "H"],
  "xyz": [[1.19319, 0.81678, 0.44396], [0.26944, -2.21826, 0.57978], [1.99646, -0.43451, 0.68818], [1.22630, -1.56219, 1.41177], [0.14051, 0.82570, -0.64581], [-1.08493, 0.07189, -0.14648], [0.63607, 0.17446, -1.93918], [1.44188, 1.78216, 1.21861], [-0.14266, -3.20860, 0.07086], [-2.09221, -0.04039, -1.04797], [-1.60303, 0.95278, 1.19683], [2.39553, -0.80786, -0.25404], [2.82823, -0.14899, 1.33271], [0.71486, -1.15396, 2.28884], [1.95539, -2.30568, 1.76336], [-0.10723, 1.88065, -0.86674], [0.74548, -0.89970, -1.81240], [1.58961, 0.60414, -2.23643], [-0.07812, 0.34608, -2.73914], [0.95295, 2.65615, 1.03679], [-0.87654, -3.45117, -0.57013], [-2.87775, -0.62963, -0.82475], [-2.33155, 0.73470, -1.65880], [-2.05186, 1.82425, 0.89839], [-0.78084, 1.17515, 1.76622], [-2.27306, 0.40807, 1.73970]],
  "forces_ev_per_angstrom": [[-0.2932, 0.1423, -0.1755], [-1.8392, -0.4931, -1.2422], [0.0382, -0.1148, 0.0272], [0.9147, 0.7603, 0.6265], [-0.2881, 0.0075, -0.0854], [1.4518, -1.0370, 1.4250], [-0.0944, 0.2551, 0.0776], [0.4196, 0.2255, 0.5827], [0.6238, 1.0153, 0.5614], [-0.7283, -0.0649, -0.4133], [0.2492, -0.1192, -0.4788], [0.0894, -0.0788, 0.0220], [-0.0624, -0.0741, -0.0842], [0.0144, -0.1038, -0.0738], [-0.2260, -0.0887, -0.0822], [0.0571, 0.0079, 0.0252], [0.0308, -0.1115, -0.0600], [0.0959, -0.0189, -0.0474], [0.0021, -0.0464, -0.0663], [-0.2454, -0.0758, -0.3284], [-0.1955, -0.0209, -0.1236], [0.0416, -0.0350, -0.1123], [-0.0041, 0.0248, -0.0007], [0.0305, -0.0404, 0.1120], [-0.2723, -0.0100, 0.0497], [0.1900, 0.0945, -0.1353]],
  "lowdin_charge": [-0.380, -0.053, -0.113, -0.133, -0.330, -0.315, -0.048, 0.165, 0.286, 0.050, 0.180, 0.121, 0.128, 0.140, 0.150, 0.144, 0.071, 0.096, 0.081, 0.069, 0.123, 0.091, 0.104, 0.137, 0.103, 0.135],
  "e_lumo_ev": [-3.75, -3.75],
  "total_charge": 1,
  "gap_ev": [7.54, 7.54],
  "relative_energy_kj_mol": 312.13,
  "homo_ev": [-11.289, -11.288],
  "total_energy_ev": -13453.069
}

=====

{
  "formula": "C7H15N4O",
  "method": "ωB97M-V/def2-TZVPD",
  "species": ["C", "C", "C", "C", "C", "C", "C", "N", "N", "N", "N", "O", "H", "H", "H", "H", "H", "H", "H", "H", "H", "H", "H", "H", "H", "H", "H"],
  "xyz": [[2.20687, 0.80512, 0.61607], [3.30460, 0.37722, -0.11189], [-3.05161, 1.65215, 0.64258], [-1.16770, 0.42209, -1.76147], [-2.44426, 0.30117, 0.43682], [-0.17653, -2.82596, 0.63749], [-1.09837, 0.36251, -0.29254], [1.46441, -0.42255, -1.01350], [1.12307, 0.24938, 0.01995], [4.59703, 0.52225, 0.13355], [-0.07733, 0.36914, 0.48261], [2.83065, -0.33609, -1.18466], [2.06324, 1.41085, 1.42307], [-3.18862, 2.35553, -0.12976], [-4.10645, 1.66723, 0.92293], [-2.41128, 2.28091, 1.30918], [-1.75099, -0.34462, -2.04689], [-0.24342, 0.40426, -2.33258], [-1.54733, 1.30073, -2.10487], [-3.24657, -0.20573, -0.06381], [0.72565, -2.27491, 0.41028], [-2.39044, -0.24243, 1.45391], [-0.47187, -2.79796, 1.65034], [-1.00933, -2.30639, 0.13902], [-0.01089, -3.93646, 0.27500], [4.83422, 0.48633, 1.11827], [5.24325, 0.72622, -0.62910]],
  "forces_ev_per_angstrom": [[-0.2217, -1.8611, -1.4633], [-0.3554, 0.2000, 0.5555], [0.3469, 2.1830, 1.8502], [3.4016, 0.1780, 0.8548], [0.0079, -0.6034, 1.3559], [-0.1452, -1.8409, -1.9023], [-1.4079, -0.2984, 0.6716], [0.6003, -4.1578, -5.8992], [2.0375, 4.0609, 4.0398], [-0.6693, -0.0687, -0.3660], [-2.2688, 0.1693, 1.2636], [0.6995, 0.5173, -0.1117], [0.0640, 1.4460, 2.1009], [0.5968, 0.2046, -2.2344], [0.2357, -0.6658, 1.0052], [-0.7989, -0.6373, 0.1926], [-2.1772, -2.6555, -1.3748], [0.3719, -0.4844, 0.4176], [-1.8467, 2.6797, -0.5114], [0.2674, -0.9409, -1.0131], [0.2259, -0.0035, 0.3102], [0.4104, 0.9736, -1.5721], [0.2505, -0.1396, 1.3455], [0.2830, -0.6170, -0.3775], [-0.6448, 2.3431, 0.6826], [0.6181, 0.5575, -0.3336], [0.1185, -0.5389, 0.5133]],
  "mulliken_spin": [0.245, 0.226, 0.018, 0.025, 0.009, 0.013, 0.161, 0.765, 0.219, 0.244, -0.013, 0.080, 0.006, 0.000, 0.000, -0.001, 0.008, -0.001, 0.005, 0.001, -0.006, 0.004, -0.001, -0.003, 0.000, -0.003, -0.001],
  "e_lumo_ev": [-3.29, -7.70],
  "s2": 2.018,
  "total_charge": 1,
  "gap_ev": [7.78, 6.24],
  "relative_energy_kj_mol": 106.09,
  "multiplicity": 3,
  "homo_ev": [-11.068, -13.943],
  "total_energy_ev": -15495.956
}

=====

{
  "formula": "C7H15NO",
  "method": "ωB97M-V/def2-TZVPD",
  "species": ["C", "C", "C", "C", "C", "C", "C", "N", "O", "H", "H", "H", "H", "H", "H", "H", "H", "H", "H", "H", "H", "H", "H", "H"],
  "xyz": [[1.06032, 0.41825, 0.54775], [0.80150, 0.68820, -0.94648], [-0.43271, -0.01559, -1.51254], [2.53419, 0.15077, 0.81747], [0.16887, -1.01613, 1.05824], [-2.77872, -0.78692, -0.87079], [-1.66026, 0.20481, -0.64531], [0.61859, 1.52460, 1.30953], [-1.85493, 1.25414, -0.04213], [-0.35884, 1.74443, 1.08512], [0.73720, 1.38816, 2.30722], [1.67144, 0.38252, -1.52670], [0.67090, 1.76641, -1.05946], [-0.65355, 0.39101, -2.50845], [-0.25083, -1.08576, -1.61699], [2.87926, -0.71551, 0.25656], [3.12180, 1.01445, 0.50793], [2.70874, -0.01656, 1.87659], [-0.84643, -1.37999, 0.92261], [0.82432, -1.80593, 0.69645], [0.21207, -1.00404, 2.14798], [-2.44590, -1.80317, -0.67752], [-3.62407, -0.56811, -0.21944], [-3.10295, -0.73002, -1.90763]],
  "forces_ev_per_angstrom": [[-2.0856, -2.2526, 0.2738], [-0.2120, -0.0481, -0.0026], [0.4312, 0.1767, 0.6245], [-0.3411, -0.1632, -0.0758], [2.4910, 0.7671, 0.1351], [-0.0612, -0.0310, 0.7153], [-0.9413, 1.3525, -1.1110], [-0.4064, 1.2350, 0.3720], [0.2282, -1.2085, -0.3049], [0.6228, -0.0511, 0.3057], [-0.0737, -0.0389, -0.1304], [0.0437, 0.0679, -0.0877], [0.1617, -0.0222, -0.0394], [-0.1464, -0.1377, 0.1139], [-0.0694, -0.0247, -0.0802], [0.0464, -0.1025, 0.0257], [-0.0583, 0.0840, -0.0121], [0.0566, -0.0718, 0.1624], [-0.3022, 0.8482, -0.8840], [-0.0534, -0.4367, 0.1696], [0.5027, 0.0972, 0.1185], [0.0745, -0.1544, -0.0931], [0.0387, 0.0785, -0.0532], [0.0535, 0.0365, -0.1423]],
  "lowdin_charge": [-0.551, -0.141, -0.137, -0.061, -0.007, -0.020, -0.460, 0.047, 0.056, 0.063, 0.081, 0.110, 0.120, 0.132, 0.115, 0.078, 0.087, 0.078, 0.043, 0.055, 0.059, 0.077, 0.087, 0.090],
  "e_lumo_ev": 0.84,
  "gap_ev": 9.40,
  "relative_energy_kj_mol": 146.39,
  "homo_ev": -8.563,
  "total_energy_ev": -11039.157
}